Below is a single C6H6 molecule, with properties calculated with ωB97M-V with the def2-TZVPD basis set.

ORCA input file:
```
! wB97M-V def2-TZVPD RIJCOSX def2/J DEFGRID3
* xyz 0 1
C 3.64 -0.24 0.20
C 2.66 0.03 -0.46
C 1.36 0.11 -0.90
C 0.18 -0.10 -0.83
C -1.10 -0.52 -0.24
C -1.98 0.63 0.22
H 4.34 -0.57 0.91
H -1.64 -1.24 -0.86
H -0.75 -1.07 0.64
H -2.85 0.25 0.77
H -1.43 1.29 0.89
H -2.36 1.21 -0.63
*
```

Frontier orbital gap in eV: 10.05
E_LUMO in eV: 0.9122
Structure (SMILES): C#CC#CCC
ΔE to the lowest compared entry with this formula, charge and spin in kJ/mol: 395.5
Molecular weight in g/mol: 78.11
HOMO level in eV: -9.14
Energy in eV: -6315.10099

Löwdin charges in e:
1. C 0.12
2. C -0.16
3. C -0.06
4. C -0.02
5. C -0.25
6. C -0.11
7. H 0.02
8. H 0.11
9. H 0.12
10. H 0.07
11. H 0.08
12. H 0.07



Below is a single C5H7NO molecule, with properties calculated with ωB97M-V with the def2-TZVPD basis set.

ORCA input file:
```
! wB97M-V def2-TZVPD RIJCOSX def2/J DEFGRID3
* xyz 0 1
C -1.71 0.38 0.58
C -0.46 -0.39 0.28
C -0.30 -1.70 -0.06
O 0.90 -1.93 -0.64
C 1.58 -0.73 -0.65
C 0.79 0.22 -0.07
N 1.20 1.52 0.24
H -2.62 -0.20 0.37
H -1.72 1.22 -0.13
H -1.78 0.80 1.59
H -0.95 -2.57 0.04
H 2.17 -0.44 -1.56
H 0.55 2.26 0.01
H 2.12 1.70 -0.13
*
```

Frontier orbital gap in eV: 8.96
E_LUMO in eV: 0.9160
Structure (SMILES): Cc1cocc1N
ΔE to the lowest compared entry with this formula, charge and spin in kJ/mol: 136.1
Molecular weight in g/mol: 97.12
HOMO level in eV: -8.04
Energy in eV: -8834.79208

Löwdin charges in e:
1. C -0.05
2. C -0.22
3. C -0.08
4. O -0.02
5. C -0.09
6. C -0.32
7. N 0.10
8. H 0.08
9. H 0.08
10. H 0.08
11. H 0.13
12. H 0.14
13. H 0.08
14. H 0.08